Record 1
# C18H19N3O2RbSTe

A molecular structure, C18H19N3O2RbSTe (the ωB97M-V functional and the def2-TZVPD basis, OMol25).

Geometry as ORCA input:
```
! RIJCOSX wB97M-V def2-TZVPD def2/J DEFGRID3
* xyz -1 1
Rb 0.03 0.55 -1.92
N -1.25 -0.86 0.34
C -1.71 -0.17 1.45
C -3.09 -0.10 1.70
C -3.58 0.61 2.78
C -2.71 1.25 3.65
C -1.34 1.18 3.40
C -0.82 0.49 2.31
C 0.66 0.47 2.07
C 1.45 -0.15 3.04
C 2.84 -0.11 2.95
C 3.42 0.57 1.89
C 2.60 1.16 0.93
C 1.19 1.13 0.93
H -1.87 -1.48 -0.15
H -0.31 -1.21 0.39
H -3.77 -0.62 1.03
H -4.65 0.65 2.95
H -3.08 1.80 4.50
H -0.64 1.68 4.06
H 0.98 -0.65 3.88
H 3.45 -0.59 3.71
H 4.50 0.65 1.82
H 3.10 1.68 0.11
C 5.24 1.07 -2.64
O 4.89 -0.02 -1.80
C 3.58 -0.37 -1.85
O 2.78 0.14 -2.61
N 3.35 -1.36 -0.95
N 2.02 -1.62 -0.61
H 6.30 1.23 -2.50
H 4.69 1.97 -2.36
H 5.02 0.85 -3.69
H 4.03 -1.38 -0.20
H 1.82 -1.14 0.26
H 1.90 -2.62 -0.49
Te -1.81 -2.44 -2.96
C -3.57 -1.31 -3.21
C -4.14 -0.43 -2.32
C -5.32 0.20 -2.83
C -5.63 -0.18 -4.09
S -4.48 -1.33 -4.67
H -3.73 -0.25 -1.34
H -5.90 0.92 -2.27
H -6.46 0.15 -4.69
*
```

Summary:
ΔE to the lowest compared entry with this formula, charge and spin in kJ/mol: 0.0
HOMO in eV: -3.6
Kohn-Sham gap in eV: 5.688
E_tot in a.u.: -1702.3807

Record 2
# C20H44BrNO13P3S

5 unconnected molecules or ions with the total composition C20H44BrNO13P3S (the ωB97M-V functional and the def2-TZVPD basis, OMol25).

Geometry as ORCA input:
```
! RIJCOSX wB97M-V def2-TZVPD def2/J DEFGRID3
* xyz 1 1
O 0.94 -5.91 -1.26
P 0.35 -4.56 -1.21
C 1.43 -3.45 -0.17
N 2.20 -2.46 -1.00
C 2.91 -1.39 -0.18
C 2.89 -1.67 1.32
Br 4.26 -3.03 1.70
P 3.33 -0.07 2.26
S 2.26 0.31 3.80
O 1.67 -2.10 1.83
C 0.74 -2.68 0.94
P -0.44 -1.46 0.20
O -0.60 -1.84 -1.22
O 0.27 -0.06 0.40
O -1.74 -1.41 1.08
H 0.27 -3.88 -2.43
H -0.91 -4.43 -0.62
H 2.16 -4.13 0.28
H 2.90 -2.97 -1.56
H 1.53 -2.03 -1.65
H 2.43 -0.43 -0.41
H 3.94 -1.34 -0.53
H 3.28 0.87 1.21
H 4.70 -0.27 2.50
H 0.15 -3.40 1.52
H 0.16 0.50 -0.38
H -1.82 -1.95 1.87
O 1.79 2.39 -0.23
C 0.83 3.14 -0.25
O 0.56 3.81 -1.37
C -0.61 4.65 -1.49
C -0.36 6.03 -0.94
C 0.02 3.36 1.00
H -1.47 4.16 -1.04
H -0.80 4.69 -2.56
H -0.15 6.01 0.13
H -1.24 6.65 -1.10
H 0.49 6.50 -1.44
H 0.54 4.12 1.59
H 0.04 2.44 1.58
H -1.00 3.68 0.83
O -3.24 3.29 -2.40
C -3.52 2.96 -3.53
O -3.96 3.91 -4.37
C -4.22 3.66 -5.77
C -5.60 3.10 -6.00
C -3.45 1.52 -3.98
H -3.44 3.03 -6.19
H -4.12 4.65 -6.22
H -5.72 2.12 -5.53
H -5.78 2.99 -7.06
H -6.35 3.76 -5.58
H -4.39 1.04 -3.70
H -2.64 1.04 -3.44
H -3.31 1.39 -5.05
O -1.20 -9.53 3.95
C -1.18 -9.40 2.75
O -0.61 -8.29 2.24
C -0.43 -8.08 0.83
C -1.67 -7.50 0.19
C -1.82 -10.41 1.83
H -0.10 -8.99 0.33
H 0.40 -7.37 0.77
H -2.51 -8.18 0.23
H -1.47 -7.27 -0.86
H -1.96 -6.58 0.70
H -2.88 -10.17 1.75
H -1.73 -11.39 2.29
H -1.40 -10.44 0.83
O 4.18 3.35 2.50
C 3.76 4.37 2.99
O 2.55 4.34 3.57
C 2.04 5.45 4.33
C 1.38 6.50 3.45
C 4.54 5.66 2.91
H 2.82 5.88 4.95
H 1.31 5.00 5.00
H 2.09 6.96 2.77
H 0.95 7.28 4.08
H 0.57 6.05 2.87
H 4.31 6.13 1.95
H 5.60 5.41 2.92
H 4.32 6.37 3.70
*
```

Summary:
ΔE to the lowest compared entry with this formula, charge and spin in kJ/mol: 0.0
HOMO in eV: -11.3
Kohn-Sham gap in eV: 8.408
E_tot in a.u.: -5817.4668

Record 3
# H39O20

A molecular structure, H39O20 (the ωB97M-V functional and the def2-TZVPD basis, OMol25).

Geometry as ORCA input:
```
! RIJCOSX wB97M-V def2-TZVPD def2/J DEFGRID3
* xyz -1 1
O 0.21 2.43 2.40
H 2.73 1.07 2.34
O 0.31 1.05 -1.41
H -0.09 0.74 -2.22
H -0.02 1.91 -1.14
O -1.77 -0.76 -5.23
H -1.47 -1.47 -4.61
H -1.90 -0.01 -4.65
O 1.07 -3.60 0.74
H 0.46 -4.28 1.02
H 1.69 0.05 5.93
O 1.16 -0.35 5.26
H -0.46 2.97 2.84
H 1.56 -0.30 4.38
O -3.85 3.85 0.65
H -0.21 1.81 1.80
H 0.99 -3.35 -0.21
O 0.64 -3.68 -1.84
H 0.51 -3.44 -2.79
H 1.13 -4.47 -1.63
O -3.85 -2.29 -0.37
H -3.30 3.06 0.67
H -1.18 -1.13 -1.31
O 2.26 -0.86 -0.20
H 2.20 -0.67 0.77
H 2.05 -0.07 -0.70
O -2.90 1.16 -2.61
H -3.54 1.72 -3.03
H -2.67 1.45 -1.72
O 0.74 3.51 -0.15
H -1.06 -1.54 5.27
H 0.33 3.33 0.68
O 2.91 0.45 3.05
H -0.44 -1.62 -3.26
H -3.37 4.46 0.10
O -1.47 -0.80 5.72
H -0.75 -0.26 6.01
H -2.90 -2.16 -0.31
O -1.38 -1.29 -0.32
H -4.03 -2.43 -1.29
H -0.64 -1.73 0.11
O 1.23 -1.32 2.04
H 1.25 -2.13 1.47
H 0.71 -0.57 1.73
O -2.25 1.15 0.13
H -1.78 0.30 -0.17
H -2.95 0.66 0.59
O 0.71 -1.71 -3.45
H 0.65 4.16 -0.84
H 1.28 -1.73 -2.71
O -1.64 -1.49 -2.84
H -1.95 -2.39 -2.81
H 2.95 -0.45 2.64
O 4.68 1.26 -1.85
H 4.64 2.17 -2.17
H 3.87 0.91 -2.22
O 2.99 2.66 0.86
H 3.30 3.56 0.86
H 2.58 2.53 -0.01
*
```

Summary:
ΔE to the lowest compared entry with this formula, charge and spin in kJ/mol: 397.0
HOMO in eV: -6.1
Kohn-Sham gap in eV: 8.010
E_tot in a.u.: -1528.2091

Record 4
# C24H51N4O3PS3Si2

2 unconnected molecules or ions with the total composition C24H51N4O3PS3Si2 (the ωB97M-V functional and the def2-TZVPD basis, OMol25).

Geometry as ORCA input:
```
! RIJCOSX wB97M-V def2-TZVPD def2/J DEFGRID3
* xyz 0 1
C 3.09 0.23 -0.05
C 2.21 1.57 0.16
O 2.62 2.67 -0.70
P 1.32 3.16 -1.72
O 0.92 1.90 -2.51
C -0.12 3.85 -0.67
C -1.51 3.59 -1.48
C -2.32 2.41 -0.79
C -2.55 2.34 0.77
C -3.37 1.08 1.13
S -3.74 0.93 2.96
N -3.87 0.04 0.36
N -3.66 0.12 -0.95
C -2.97 1.21 -1.50
C -2.83 1.21 -3.12
C -4.15 0.69 -3.86
C -3.85 -0.86 -4.27
S -2.65 -1.02 -5.67
C -0.92 -1.28 -4.99
S 0.21 -0.14 -5.53
N -0.60 -2.35 -4.05
C -0.51 -1.88 -2.64
C -0.24 -3.03 -1.55
C 0.58 -3.17 -4.47
C 2.01 -2.62 -4.00
O 1.96 4.41 -2.68
C 2.16 3.99 -4.06
C 0.78 4.24 -4.86
H 2.59 -0.43 -0.85
H 3.15 -0.41 0.89
H 4.17 0.49 -0.33
H 2.42 1.90 1.25
H 1.08 1.34 0.09
H 0.04 4.99 -0.66
H -0.11 3.38 0.37
H -1.18 3.37 -2.56
H -2.14 4.55 -1.54
H -2.16 3.13 1.49
H -4.91 0.20 3.12
H -4.03 -0.65 -1.55
H -1.89 0.61 -3.34
H -2.63 2.27 -3.52
H -5.10 0.74 -3.21
H -4.41 1.30 -4.80
H -3.44 -1.48 -3.40
H -4.88 -1.28 -4.60
H 0.25 -1.01 -2.52
H -1.53 -1.40 -2.38
H 0.88 -2.99 -1.30
H -0.77 -2.84 -0.54
H -0.48 -4.08 -1.90
H 0.45 -4.20 -3.97
H 0.53 -3.35 -5.60
H 2.03 -1.53 -3.67
H 2.71 -2.68 -4.92
H 2.52 -3.30 -3.21
H 2.58 2.94 -4.19
H 2.92 4.72 -4.52
H 0.99 4.39 -5.98
H 0.37 5.24 -4.46
H 0.04 3.38 -4.67
C 2.41 -4.19 6.55
Si 1.81 -2.45 6.12
C 3.29 -1.31 6.33
C 0.52 -2.00 7.41
N 1.19 -2.45 4.51
Si 0.56 -1.02 3.79
C 1.84 0.35 3.64
C -0.94 -0.34 4.71
C -0.02 -1.42 2.04
H 2.81 -4.21 7.57
H 1.59 -4.91 6.49
H 3.21 -4.51 5.87
H 3.78 -1.50 7.29
H 3.00 -0.26 6.32
H 4.03 -1.47 5.54
H -0.39 -2.58 7.26
H 0.27 -0.93 7.38
H 0.89 -2.21 8.42
H 2.07 0.80 4.60
H 1.46 1.15 2.99
H 2.76 -0.03 3.19
H -1.67 -1.14 4.90
H -1.43 0.42 4.10
H -0.66 0.12 5.66
H -0.80 -2.19 2.05
H 0.81 -1.79 1.43
H -0.43 -0.53 1.56
*
```

Summary:
ΔE to the lowest compared entry with this formula, charge and spin in kJ/mol: 633.1
HOMO in eV: -5.2
Kohn-Sham gap in eV: 2.046
E_tot in a.u.: -3504.4745

- The highest HOMO belongs to which entry?
  C18H19N3O2RbSTe

- Among the records above, which one has the highest Kohn-Sham gap?
  C20H44BrNO13P3S

- Which value of E_tot does entry 3 give?
  -1528.2091 a.u.

- Which value of ΔE to the lowest compared entry with this formula, charge and spin does entry 2 give?
  0.0 kJ/mol